A molecular structure, H2N4O2 in a non-equilibrium geometry. Source: OMol25; level of theory: wB97M-V/def2-TZVPD.

Cartesian coordinates (Å):
N -1.648 1.097 -0.904
N -1.420 0.547 0.141
N -0.911 0.073 1.036
N 1.003 0.309 1.340
O 2.126 -0.818 -0.562
O 1.540 -0.660 1.050
H -2.543 1.191 -1.405
H 1.853 -1.738 -0.697

Values from the calculation:
- LUMO level (spin up / spin down): -0.69 / -0.81 eV
- Energy relative to the best compared isomer or geometry (same formula, charge and spin): 522.5 kJ/mol
- DFT total energy: -10079.7812 eV
- Gap between HOMO and LUMO (spin up / spin down): 9.0325 / 8.2139 eV
- Spin multiplicity: 1

Calculated atomic charges, method Löwdin, unit e: N 0.1222; N -0.2395; N 0.1474; N 0.0977; O -0.1660; O -0.0716; H 0.0993; H 0.0104


3 unconnected molecules or ions with the total composition C6H13NO in a non-equilibrium geometry. Source: OMol25; level of theory: wB97M-V/def2-TZVPD.

Cartesian coordinates (Å):
C 1.088 -1.453 1.183
C -1.764 0.912 -1.685
C 0.625 -1.490 2.602
C -0.824 1.466 -2.713
C -0.206 0.234 0.186
N 0.311 1.357 0.673
C -0.660 -0.692 -0.475
O 2.297 -0.716 1.077
H 2.660 -0.855 0.195
H 1.155 -2.426 0.691
H 1.328 1.343 0.712
H -0.092 1.728 1.522
H -1.001 -1.615 -0.878
H -2.205 1.642 -1.011
H -2.508 0.204 -2.042
H -0.286 -2.085 2.682
H 1.378 -1.922 3.279
H 0.405 -0.482 2.969
H 0.006 2.000 -2.240
H -0.398 0.670 -3.330
H -1.309 2.178 -3.398

Values from the calculation:
- LUMO level (spin up / spin down): 0.79 / 0.79 eV
- Energy relative to the best compared isomer or geometry (same formula, charge and spin): 740.7 kJ/mol
- DFT total energy: -9963.4976 eV
- Gap between HOMO and LUMO (spin up / spin down): 6.7096 / 6.9922 eV
- Spin multiplicity: 1

Calculated atomic charges, method Löwdin, unit e: C -0.3140; C -0.1711; C -0.1129; C -0.1980; C -0.2925; N 0.1226; C 0.1010; O -0.0875; H 0.0907; H 0.0995; H 0.1042; H 0.1097; H 0.0748; H 0.0459; H 0.0392; H 0.0738; H 0.0753; H 0.0640; H 0.0540; H 0.0604; H 0.0607


A molecular structure, C32H27AuCl2NP2 in a non-equilibrium geometry. Source: OMol25; level of theory: wB97M-V/def2-TZVPD.

Cartesian coordinates (Å):
Au 0.002 -0.646 1.467
C -0.133 0.986 -1.673
C -0.755 1.960 -0.678
P -1.361 1.185 0.893
C -2.143 2.663 1.622
C -1.306 3.667 2.111
C -1.834 4.830 2.648
C -3.212 4.994 2.725
C -4.050 3.988 2.271
C -3.521 2.823 1.726
C -2.792 0.188 0.317
C -3.423 0.432 -0.903
C -4.426 -0.408 -1.365
C -4.818 -1.500 -0.601
C -4.214 -1.739 0.624
C -3.201 -0.906 1.080
P 1.183 -0.103 -0.920
C 2.341 1.214 -0.328
C 2.529 2.424 -0.999
C 3.362 3.408 -0.491
C 4.038 3.191 0.705
C 3.875 1.988 1.374
C 3.028 1.009 0.865
C 1.996 -0.594 -2.506
C 3.261 -0.176 -2.910
C 3.813 -0.630 -4.104
C 3.112 -1.518 -4.906
C 1.864 -1.970 -4.495
C 1.322 -1.525 -3.300
H 0.287 1.536 -2.518
H -0.889 0.311 -2.083
H -1.563 2.540 -1.129
H 0.003 2.682 -0.361
H -0.230 3.535 2.070
H -1.172 5.603 3.015
H -3.628 5.902 3.144
H -5.124 4.105 2.339
H -4.184 2.043 1.377
H -3.144 1.293 -1.498
H -4.887 -0.219 -2.327
H -5.580 -2.176 -0.971
H -4.489 -2.605 1.212
H -2.689 -1.154 2.003
H 2.025 2.599 -1.943
H 3.483 4.343 -1.024
H 4.686 3.958 1.111
H 4.398 1.807 2.305
H 2.891 0.080 1.402
H 3.826 0.511 -2.294
H 4.796 -0.288 -4.404
H 3.540 -1.866 -5.838
H 1.322 -2.688 -5.098
H 0.365 -1.916 -2.969
Cl -2.051 -4.844 2.728
C -0.332 -4.899 2.326
C 0.260 -6.133 2.294
C 1.616 -6.277 1.970
C 2.323 -5.112 1.692
C 1.718 -3.874 1.734
Cl 2.770 -2.491 1.405
C 0.325 -3.619 2.051
N -0.331 -2.514 2.131
H -0.346 -7.001 2.527
H 2.092 -7.247 1.936
H 3.375 -5.157 1.435

Values from the calculation:
- LUMO level: 2.42 eV
- Energy relative to the best compared isomer or geometry (same formula, charge and spin): 24.9 kJ/mol
- DFT total energy: -82427.5468 eV
- Gap between HOMO and LUMO: 4.7207 eV
- Spin multiplicity: 1
- Charge: -1

Calculated atomic charges, method Löwdin, unit e: Au 0.4993; C -0.4007; C -0.4011; P 0.9039; C -0.3497; C -0.1025; C -0.0919; C -0.1011; C -0.0889; C -0.0765; C -0.3841; C -0.1136; C -0.0941; C -0.0920; C -0.0694; C -0.1080; P 0.9772; C -0.3889; C -0.1263; C -0.0933; C -0.1005; C -0.0808; C -0.1173; C -0.3587; C -0.0875; C -0.0948; C -0.1077; C -0.0960; C -0.1060; H 0.0726; H 0.0675; H 0.0760; H 0.0608; H 0.1040; H 0.0991; H 0.0962; H 0.0992; H 0.0994; H 0.0921; H 0.0956; H 0.0971; H 0.1023; H 0.0722; H 0.1018; H 0.0964; H 0.0950; H 0.1022; H 0.0161; H 0.0935; H 0.0966; H 0.0938; H 0.0979; H 0.1047; Cl 0.5437; C -0.6147; C -0.1915; C -0.1705; C -0.1974; C -0.6033; Cl 0.5623; C -0.6026; N -0.2328; H 0.0794; H 0.0675; H 0.0785